(1)
9
Properties=species:S:1:pos:R:3:forces:R:3:mulliken_charge:R:1 method="wB97M-V/def2-TZVPD" charge=+1 homo_lumo_gap_ev=8.88 homo_ev=-12.844
O -2.76818 2.11657 -1.53025 1.925 0.044 -0.181 -0.23
C -2.05269 1.21197 -1.48022 -3.838 0.442 0.518 0.45
H -0.51800 -0.01307 -1.81264 -0.357 -1.119 0.289 0.08
P -1.83467 -0.45877 -1.30900 2.242 0.626 -0.698 -0.25
C 2.11877 -0.53577 1.01548 0.186 0.036 0.195 -0.04
O 1.23496 -0.97986 1.71406 0.299 0.169 -0.337 -0.41
K -1.26528 -0.71154 2.01147 -0.251 -0.021 0.163 0.94
H 3.15463 -0.91553 1.09532 -0.256 0.051 -0.063 0.26
H 1.93046 0.28600 0.29578 0.050 -0.228 0.113 0.20

---

(2)
9
Properties=species:S:1:pos:R:3:forces:R:3:lowdin_spin:R:1 method="wB97M-V/def2-TZVPD" spin_multiplicity=6 charge=+2 homo_lumo_gap_ev="8.03 / 9.07" homo_ev="-17.439 / -18.579"
O 1.21028 1.13873 -1.87134 -0.327 -0.932 1.263 0.01
C 0.86059 0.74206 -0.88374 0.415 1.264 -1.658 0.01
C 0.30723 0.53989 0.49598 0.832 -0.445 0.373 0.02
O -0.77968 -0.28831 0.48120 -1.172 1.879 0.705 0.11
Mn -0.72155 -2.17286 0.25487 0.827 -1.964 -1.069 4.81
H 0.11384 1.56930 0.85539 0.166 -0.186 -0.184 0.00
H 1.17343 0.13641 1.05794 -0.195 0.272 -0.020 0.00
Li -2.45602 0.55662 0.74553 -0.266 0.172 0.075 0.01
H 0.29189 -2.22183 -1.13583 -0.281 -0.060 0.515 0.04

---

(3)
9
Properties=species:S:1:pos:R:3:forces:R:3:lowdin_spin:R:1 method="wB97M-V/def2-TZVPD" spin_multiplicity=2 charge=0 homo_lumo_gap_ev="5.43 / 5.06" homo_ev="-6.718 / -6.716"
O 0.46050 -0.94345 -0.45695 -0.222 0.504 -0.019 0.26
C -0.08151 0.06892 -0.13614 0.095 -0.682 -0.289 0.49
C 0.38951 1.09493 0.94755 0.305 0.222 0.441 0.15
O -0.49904 1.99695 1.35596 -0.251 -0.194 -0.352 0.03
H 1.30465 1.50061 0.44349 -0.209 -0.071 0.058 0.01
H 0.76765 0.38819 1.73080 -0.150 0.211 -0.145 0.01
Na -2.41510 2.10856 0.45064 0.439 -0.040 0.196 0.04
Li 0.30018 -2.39624 -1.75297 -0.147 -0.400 -0.097 0.01
H -0.22683 -3.81848 -2.58238 0.141 0.451 0.207 0.00

---

(4)
8
Properties=species:S:1:pos:R:3:forces:R:3:mulliken_charge:R:1 method="wB97M-V/def2-TZVPD" charge=0 homo_lumo_gap_ev=7.31 homo_ev=-7.886
C 0.80585 -0.85626 -0.01605 0.134 -0.973 0.562 -0.53
C -0.67079 -0.84533 0.04020 0.486 -0.249 -0.628 0.16
O -1.34178 0.32910 0.01122 0.278 0.352 0.059 -0.97
O 1.23943 0.39914 -0.05021 0.067 1.447 0.073 -0.37
H -0.89451 -1.52832 0.90086 -0.054 0.090 -0.416 0.28
H 2.20211 0.44338 -0.01677 -0.055 -0.345 -0.197 0.37
Li -0.27687 1.74728 0.04360 -0.369 -0.745 -0.058 0.83
H -0.75460 -1.53322 -0.88560 -0.486 0.423 0.606 0.22

---

(5)
9
Properties=species:S:1:pos:R:3:forces:R:3:lowdin_spin:R:1 method="wB97M-V/def2-TZVPD" spin_multiplicity=6 charge=+1 homo_lumo_gap_ev="9.00 / 6.99" homo_ev="-12.999 / -13.767"
H -2.11355 -1.88699 1.05788 0.288 0.240 -0.053 0.09
O -1.69191 1.33468 2.44720 2.792 2.172 0.319 0.42
C -0.38175 1.51362 2.69663 -2.244 1.779 -0.033 0.19
C 0.49956 0.49250 2.57666 1.273 -1.786 -1.309 0.24
O 0.05969 -0.67716 2.04475 3.057 1.672 0.925 0.40
Li -0.10524 -1.75354 0.62646 0.016 -0.489 -0.447 0.03
Ru -1.89669 -0.54456 2.16481 -4.445 -2.956 0.174 3.61
H -0.03284 2.53274 2.90657 -0.305 -0.427 0.271 0.00
H 1.57630 0.62738 2.72145 -0.431 -0.206 0.155 0.01

---

(6)
8
Properties=species:S:1:pos:R:3:forces:R:3:lowdin_spin:R:1 method="wB97M-V/def2-TZVPD" spin_multiplicity=4 charge=+1 homo_lumo_gap_ev="6.66 / 8.32" homo_ev="-12.226 / -14.359"
O 0.44075 -1.58804 -0.98308 -2.025 4.032 -1.480 0.55
C -0.18384 -0.54984 -1.42370 2.294 -5.053 1.325 0.56
Li 1.43308 -0.09582 2.11044 -0.342 0.073 -0.312 0.03
Pt -0.97466 -1.01915 0.96877 1.962 2.355 -0.626 0.83
H -1.25650 -0.76329 -1.63437 -0.260 0.707 -0.181 0.10
C 0.10941 0.92334 0.46844 -1.753 -0.513 0.880 0.81
H -0.65310 1.69045 0.24510 0.191 -0.552 0.278 0.05
H 1.08486 1.40235 0.24841 -0.069 -1.048 0.117 0.06

---

(7)
6
Properties=species:S:1:pos:R:3:forces:R:3:lowdin_spin:R:1 method="wB97M-V/def2-TZVPD" spin_multiplicity=3 charge=0 homo_lumo_gap_ev="8.07 / 8.11" homo_ev="-7.283 / -10.106"
C 0.86219 0.04033 0.17236 8.461 0.238 1.085 0.77
C -0.52176 -0.01443 0.01455 1.520 0.366 -2.539 0.16
N 2.30939 -0.04729 -0.01823 -6.383 0.139 -0.001 1.00
H -0.85890 -0.12644 -0.96593 -0.596 -0.907 -2.337 0.05
H -0.91918 0.89879 0.20563 -1.284 2.897 1.436 0.01
H -0.87175 -0.75096 0.59161 -1.718 -2.734 2.356 0.00

---

(8)
8
Properties=species:S:1:pos:R:3:forces:R:3:mulliken_charge:R:1 method="wB97M-V/def2-TZVPD" charge=+1 smiles="N#CC[NH+]=O" homo_lumo_gap_ev=8.73 homo_ev=-17.476
C 0.90672 0.97954 -0.01628 3.997 0.715 -1.141 0.28
C -0.42158 0.54558 -0.05409 -1.911 0.370 -0.442 -0.25
N 2.04209 0.71465 -0.06764 -1.702 1.433 0.307 -0.26
N -0.23844 -0.92274 -0.11184 1.184 -2.687 1.102 0.38
O 0.84352 -1.43481 0.01196 -2.774 0.722 -0.729 -0.12
H -0.80727 0.71669 0.92861 -0.671 -0.254 1.287 0.26
H -1.28316 1.00617 -0.66395 1.674 -0.986 0.058 0.36
H -1.04188 -1.60508 -0.02677 0.202 0.687 -0.443 0.34

---

(9)
9
Properties=species:S:1:pos:R:3:forces:R:3:mulliken_charge:R:1 method="wB97M-V/def2-TZVPD" charge=-1 homo_lumo_gap_ev=6.62 homo_ev=-2.317
C -3.18943 -1.52146 -0.86860 0.123 -0.532 0.767 0.58
C 0.00820 0.10692 0.17369 0.756 -1.330 0.531 -0.54
N -2.24244 -2.07347 -0.29047 -0.558 0.473 0.541 -0.50
N -1.28387 -1.34568 -1.29198 -0.477 -1.028 -1.364 -0.41
O -4.30012 -1.15936 -1.15104 1.119 0.029 -0.444 -0.53
O -0.99628 -0.06527 -0.86625 0.764 1.415 1.796 -0.23
H 0.75773 -0.77998 0.30111 -1.208 1.238 -0.938 0.23
H -0.36102 0.18691 1.24839 -0.233 0.267 -1.333 0.21
H 0.56362 1.02300 -0.12824 -0.286 -0.533 0.444 0.20

---

(10)
9
Properties=species:S:1:pos:R:3:forces:R:3:mulliken_charge:R:1 method="wB97M-V/def2-TZVPD" charge=-1 homo_lumo_gap_ev=6.34 homo_ev=-2.326
C 0.67795 1.45928 1.39784 -1.879 -1.807 -1.498 0.36
C 0.06267 -1.49241 -0.78994 -1.165 0.513 -0.872 -0.06
N 1.63063 1.59567 2.04630 1.655 1.033 0.920 -0.62
N -0.44020 0.97123 0.89511 0.099 0.984 0.766 -0.58
O -0.50242 1.03919 -0.57779 -3.011 0.000 0.075 -0.48
O -0.59895 -1.46208 0.21163 0.144 -1.255 -0.539 -0.36
H 1.18044 -1.44727 -0.69611 -0.550 -0.101 -0.609 0.23
H -1.52833 0.84454 -0.59319 3.245 0.630 -0.399 0.37
H -0.48178 -1.50816 -1.89384 1.461 0.004 2.156 0.14

---

(11)
9
Properties=species:S:1:pos:R:3:forces:R:3:lowdin_spin:R:1 method="wB97M-V/def2-TZVPD" spin_multiplicity=3 charge=-1 homo_lumo_gap_ev="4.95 / 7.19" homo_ev="-0.590 / -4.598"
C -0.25790 -0.48780 0.09369 2.234 0.842 1.502 0.68
C -0.04951 0.83179 -0.34581 -1.767 5.165 -2.827 0.40
N -1.07306 1.50942 -1.09759 2.142 -4.528 2.671 0.23
N -0.90338 2.79762 -1.15669 -1.002 1.194 -1.030 0.20
O -1.77297 3.44047 -1.78754 -1.156 0.311 -0.803 0.25
O 0.04031 3.39550 -0.65412 2.234 0.703 1.210 0.11
H 0.49028 -1.11879 0.47304 1.321 -0.238 0.744 0.06
H -0.96451 -1.03518 -0.30382 -4.021 -2.386 -2.058 0.06
H 0.74015 1.57082 -0.15089 0.015 -1.061 0.592 0.03

---

(12)
9
Properties=species:S:1:pos:R:3:forces:R:3:mulliken_charge:R:1 method="wB97M-V/def2-TZVPD" charge=+1 homo_lumo_gap_ev="6.87 / 6.87" homo_ev="-16.062 / -16.058"
C 1.62208 0.52141 0.04018 -1.867 -1.410 0.557 -0.10
C -1.13254 -0.80556 -0.45164 0.466 -0.129 -3.939 0.36
N 2.43037 -0.35916 -0.01030 -1.275 1.927 -0.029 0.55
N -0.37039 -0.50675 0.53048 4.060 0.602 -0.404 -0.21
O -2.10897 -1.28699 0.08012 -0.951 -0.372 -0.337 -0.31
O 3.15985 -1.22415 -0.04868 1.174 -1.715 0.040 -0.30
H 1.56844 1.56657 -0.14603 0.070 0.539 -0.034 0.43
H -0.70496 -0.71980 -1.49090 -1.236 -0.250 0.655 0.32
H -0.80118 -0.50453 1.39514 -0.440 0.808 3.492 0.27

---

(13)
13
Properties=species:S:1:pos:R:3:forces:R:3:mulliken_charge:R:1 method="wB97M-V/def2-TZVPD" charge=-1 homo_lumo_gap_ev=9.68 homo_ev=-6.117
C 2.73283 -1.25791 -0.13749 -1.427 1.275 -0.304 0.30
C -1.59469 0.56651 0.12320 -6.077 -1.311 0.475 0.64
N -2.87182 -0.07093 0.04839 0.971 -0.291 0.170 -0.49
N -0.71024 -0.20424 -0.40809 4.783 -1.514 0.406 -0.48
O 0.70961 1.78880 -0.88282 0.102 -1.878 2.518 -0.59
O 3.77059 -1.72286 0.24953 0.643 -1.009 0.044 -0.58
O -1.47417 1.62369 0.69098 0.200 2.042 0.892 -0.60
O 0.98812 0.82897 1.48326 -0.952 -0.437 0.066 -0.49
O 2.53122 0.02051 -0.30412 -1.708 -0.387 -0.085 -0.55
S 0.55082 0.71861 0.13218 3.547 3.376 -4.193 1.17
H 1.78720 -1.81845 -0.40233 0.804 -0.397 0.308 0.22
H -2.75836 -0.96552 -0.41145 -0.601 0.309 -0.154 0.24
H -3.66110 0.49281 -0.18125 -0.284 0.223 -0.142 0.23

---

(14)
9
Properties=species:S:1:pos:R:3:forces:R:3:mulliken_charge:R:1 method="wB97M-V/def2-TZVPD" charge=+1 smiles="O=[N+]1CSC=N1" homo_lumo_gap_ev=8.78 homo_ev=-16.015
C -0.25025 -0.61362 1.36341 -3.089 -0.116 0.121 0.11
C 0.68644 0.80230 -0.46529 -1.931 -0.557 -2.371 -0.35
N -0.84058 -0.99264 0.24230 -2.558 -3.231 1.153 -0.56
N -0.48227 -0.47849 -0.83730 4.550 4.671 0.847 0.94
O -0.71789 -0.64753 -1.95846 -1.213 -1.102 -0.871 -0.38
S 0.87888 0.56360 1.27027 1.498 1.381 0.575 0.08
H -0.88379 -0.89109 2.29084 1.958 0.111 -1.175 0.40
H 1.53383 0.46732 -1.15026 -0.988 0.942 1.067 0.36
H 0.07563 1.79016 -0.75552 1.772 -2.099 0.654 0.37

---

(15)
8
Properties=species:S:1:pos:R:3:forces:R:3:mulliken_charge:R:1 method="wB97M-V/def2-TZVPD" charge=0 homo_lumo_gap_ev="7.98 / 7.89" homo_ev="-8.929 / -9.352"
C -1.47422 0.11823 -0.15771 0.963 0.581 -0.429 0.17
C 0.82895 0.59546 -0.29287 -1.417 -3.181 3.145 -0.03
N -1.56403 -0.93514 0.47054 1.089 -1.161 1.230 -0.46
N -0.36213 0.81046 -0.65202 1.345 1.218 -1.568 -0.54
P 1.08423 -0.55416 1.23288 -0.107 -0.176 -1.171 -0.01
H -2.32972 0.57395 -0.56286 -1.729 0.518 -0.227 0.39
H 1.73175 0.90773 -0.71818 0.824 1.272 -1.112 0.41
H 2.08518 -1.51653 0.68023 -0.968 0.929 0.132 0.07

---

(16)
9
Properties=species:S:1:pos:R:3:forces:R:3:mulliken_charge:R:1 method="wB97M-V/def2-TZVPD" charge=0 homo_lumo_gap_ev=10.11 homo_ev=-9.698
C -1.43747 -1.08734 -0.10706 -1.812 -2.343 0.732 -0.03
C 0.29330 -0.01169 0.30667 1.071 3.392 -0.319 0.44
N -0.17082 -1.23945 0.10177 0.394 0.007 0.341 -0.48
N -0.52738 1.04305 0.21308 0.504 -0.445 0.364 -0.38
P 2.12623 0.42776 0.22451 -0.403 0.249 1.793 -0.10
S -2.04444 0.47540 -0.07624 0.561 -0.138 0.112 0.06
H -2.01311 -1.99135 0.05141 -0.620 0.154 -0.873 0.38
H 1.95927 1.87451 0.35667 -0.083 -1.003 0.109 0.08
H 1.81442 0.50911 -1.07080 0.388 0.127 -2.259 0.04

---

(17)
8
Properties=species:S:1:pos:R:3:forces:R:3:mulliken_charge:R:1 method="wB97M-V/def2-TZVPD" charge=0 homo_lumo_gap_ev=9.43 homo_ev=-8.558
N 0.13456 -0.38068 0.86721 0.025 0.055 -0.138 0.26
C 0.24630 -0.89970 -0.38772 0.073 -0.164 -0.049 -0.22
C 0.04211 0.11340 -1.32158 -0.213 -0.283 0.314 -0.44
N -0.18761 1.13846 -0.44711 -0.476 -0.213 -0.159 0.22
N -0.15193 0.89567 0.86768 -0.101 -0.250 -0.520 -0.69
H 0.25771 -0.84808 1.75464 -0.040 0.150 -0.070 0.23
H 0.35005 -1.95965 -0.55038 0.282 0.039 0.172 0.37
H -0.69118 1.94058 -0.78275 0.451 0.667 0.450 0.27

---

(18)
8
Properties=species:S:1:pos:R:3:forces:R:3:mulliken_charge:R:1 method="wB97M-V/def2-TZVPD" charge=0 homo_lumo_gap_ev=8.22 homo_ev=-8.759
N -0.86402 -0.04821 0.20664 0.054 -0.226 0.009 0.16
C 0.36505 0.65235 -0.04605 0.068 -0.029 -0.057 -0.25
C 1.26031 -0.39750 -0.61850 -0.333 -0.103 0.156 -0.27
N 0.51447 -1.54836 -0.47468 0.131 0.141 -0.173 -0.25
N -0.70582 -1.30592 -0.03070 -0.042 0.341 -0.013 -0.22
H -1.76355 0.27954 0.53053 0.154 -0.063 0.026 0.25
H 0.25991 1.65120 -0.46949 0.061 -0.243 -0.045 0.35
H 0.93365 0.71690 0.90225 -0.094 0.182 0.097 0.23

---

(19)
8
Properties=species:S:1:pos:R:3:forces:R:3:mulliken_charge:R:1 method="wB97M-V/def2-TZVPD" charge=0 homo_lumo_gap_ev="9.34 / 9.34" homo_ev="-9.667 / -9.667"
C 1.25385 0.56044 -1.25419 -0.080 -0.418 0.163 0.10
C -0.83825 0.40621 -0.09229 -6.089 2.872 -3.302 -0.39
N 2.18472 0.68516 -1.84151 4.638 0.215 -3.250 -0.32
N -0.09735 -1.05271 1.51327 -1.058 -2.254 2.365 -0.71
N -0.81911 -0.37294 0.77460 2.003 -2.340 3.335 0.50
H 0.49164 0.72046 -0.62413 -1.897 0.624 1.955 0.30
H -1.62458 0.47450 -0.92831 1.782 -0.227 1.165 0.27
H -0.55093 -1.42112 2.45256 0.701 1.528 -2.432 0.24

---

(20)
9
Properties=species:S:1:pos:R:3:forces:R:3:mulliken_charge:R:1 method="wB97M-V/def2-TZVPD" charge=0 homo_lumo_gap_ev=9.95 homo_ev=-9.533
O -2.03535 -0.44402 -0.55959 1.175 0.019 3.944 -0.53
C -0.71614 -0.21726 -0.28660 2.191 0.063 -1.222 0.34
N 0.15952 -1.21000 0.03658 -0.437 0.975 -0.465 -0.53
N 1.27869 -0.53956 0.22006 0.468 0.295 0.192 0.37
N 1.24015 0.78071 0.08043 -0.158 -0.520 0.055 -0.53
C -0.02026 1.02310 -0.24504 0.049 -0.173 -0.079 -0.17
H -1.61840 -0.41294 0.63482 -3.227 -0.484 -2.296 0.39
H 2.12112 -1.00391 0.52993 -0.176 0.112 -0.106 0.25
H -0.39665 2.02644 -0.40622 0.113 -0.286 -0.024 0.43